# 1
{"formula": "C43H36GdNO3P2S", "method": "ωB97M-V/def2-TZVPD", "elements": ["C", "C", "C", "C", "C", "C", "P", "C", "C", "C", "C", "C", "C", "Gd", "P", "C", "C", "C", "C", "C", "C", "C", "C", "C", "C", "C", "C", "C", "C", "C", "C", "C", "C", "C", "C", "C", "C", "C", "C", "H", "H", "H", "H", "H", "H", "H", "H", "H", "H", "H", "H", "H", "H", "H", "H", "H", "H", "H", "H", "H", "H", "H", "H", "H", "H", "H", "H", "H", "H", "H", "H", "O", "C", "N", "S", "O", "O", "C", "C", "C", "C", "C", "C", "H", "H", "H", "H"], "coordinates": [[1.28, -2.56, -2.47], [2.05, -1.57, -1.83], [3.27, -1.92, -1.19], [3.72, -3.24, -1.30], [2.97, -4.21, -1.95], [1.73, -3.86, -2.52], [1.40, 0.13, -1.82], [2.85, 1.26, -1.62], [3.39, 1.60, -0.35], [4.47, 2.50, -0.31], [4.99, 3.07, -1.47], [4.41, 2.78, -2.70], [3.35, 1.87, -2.78], [0.26, 0.83, 0.69], [-1.07, -1.53, 1.63], [0.38, -2.58, 2.09], [0.51, -3.97, 1.87], [1.75, -4.59, 2.01], [2.90, -3.86, 2.36], [2.75, -2.50, 2.65], [1.53, -1.85, 2.52], [-1.95, -1.04, 3.11], [-3.12, -0.26, 2.93], [-3.72, 0.30, 4.06], [-3.24, 0.04, 5.34], [-2.10, -0.74, 5.49], [-1.43, -1.29, 4.39], [-2.34, -2.32, 0.62], [-2.51, -1.89, -0.72], [-3.25, -2.68, -1.60], [-3.87, -3.85, -1.14], [-3.71, -4.25, 0.19], [-2.97, -3.49, 1.09], [0.56, 0.49, -3.41], [0.85, -0.19, -4.61], [0.07, 0.03, -5.74], [-0.98, 0.94, -5.72], [-1.22, 1.68, -4.56], [-0.45, 1.49, -3.41], [-3.51, -0.09, 1.92], [-4.57, 0.94, 3.90], [-3.75, 0.47, 6.19], [-1.68, -0.90, 6.48], [-0.52, -1.90, 4.50], [-0.35, -4.57, 1.56], [1.85, -5.65, 1.81], [3.90, -4.32, 2.39], [3.64, -1.92, 2.95], [1.46, -0.76, 2.78], [-1.93, -1.05, -1.12], [-3.30, -2.41, -2.65], [-4.46, -4.44, -1.83], [-4.15, -5.18, 0.53], [-2.83, -3.80, 2.13], [1.68, -0.90, -4.64], [0.29, -0.52, -6.66], [-1.62, 1.08, -6.59], [-2.02, 2.42, -4.54], [-0.63, 2.10, -2.52], [3.00, 1.17, 0.60], [4.88, 2.76, 0.66], [5.83, 3.77, -1.41], [4.75, 3.27, -3.61], [2.89, 1.65, -3.75], [3.90, -1.18, -0.69], [4.68, -3.49, -0.85], [3.37, -5.22, -1.98], [1.09, -4.60, -2.99], [0.28, -2.31, -2.82], [0.08, -1.61, -0.44], [-0.26, -2.19, -0.87], [0.63, 2.98, 0.02], [-0.34, 3.45, 0.74], [-0.95, 2.51, 1.48], [-2.23, 3.08, 2.50], [-3.49, 2.54, 2.05], [-1.82, 2.90, 3.87], [-1.94, 4.72, 1.85], [-2.68, 5.86, 2.13], [-2.39, 7.06, 1.47], [-1.33, 7.10, 0.52], [-0.64, 5.93, 0.18], [-0.93, 4.76, 0.90], [-3.51, 5.77, 2.85], [-3.00, 7.96, 1.65], [-1.05, 8.06, 0.08], [0.15, 5.89, -0.56]], "lowdin_charge": [-0.17, -0.39, -0.06, -0.07, -0.05, -0.05, 0.99, -0.37, -0.14, -0.06, -0.04, -0.04, -0.06, 1.49, 0.96, -0.36, -0.05, -0.05, -0.05, -0.08, -0.15, -0.38, -0.10, -0.08, -0.04, -0.05, -0.07, -0.38, -0.14, -0.06, -0.04, -0.05, -0.07, -0.37, -0.08, -0.05, -0.04, -0.06, -0.09, 0.11, 0.12, 0.12, 0.12, 0.11, 0.11, 0.12, 0.13, 0.12, 0.09, 0.08, 0.12, 0.12, 0.12, 0.12, 0.12, 0.12, 0.12, 0.12, 0.10, 0.08, 0.12, 0.12, 0.12, 0.11, 0.11, 0.12, 0.12, 0.12, 0.10, -0.01, 0.12, -0.18, -0.48, -0.26, 0.72, -0.27, -0.25, -0.20, -0.01, -0.01, -0.02, 0.03, -0.14, 0.14, 0.13, 0.12, 0.13], "max_force_ev_per_a": 2.44, "e_tot_ev": -103039.7521, "e_above_lowest_kcal_mol": 10.7, "charge": 2, "multiplicity": 8, "homo_energy_ev": [-13.32, -13.55], "homo_lumo_gap_ha": [0.189, 0.286]}

# 2
{"formula": "C21H20N6O", "method": "ωB97M-V/def2-TZVPD", "elements": ["C", "C", "N", "N", "C", "C", "H", "N", "C", "O", "N", "C", "C", "C", "N", "N", "C", "C", "C", "C", "C", "C", "H", "H", "H", "H", "H", "C", "H", "H", "H", "H", "H", "H", "C", "C", "C", "C", "C", "C", "H", "H", "H", "H", "H", "H", "H", "H"], "coordinates": [[-1.30, -3.62, 1.28], [-1.49, -2.18, 1.01], [-2.58, -1.65, 0.40], [-2.62, -0.43, 0.38], [-1.51, -0.14, 0.87], [-0.89, -1.17, 1.48], [-0.01, -1.26, 2.14], [-1.26, 1.41, 1.06], [-0.10, 2.05, 0.79], [0.09, 3.18, 0.98], [0.87, 1.37, 0.48], [2.13, 1.61, 0.06], [2.95, 2.51, 0.16], [4.27, 2.45, -0.06], [4.34, 1.07, -0.54], [3.04, 0.53, -0.14], [2.91, -0.96, -0.44], [3.79, -1.78, 0.01], [3.70, -2.97, -0.32], [2.39, -3.46, -0.74], [1.45, -2.59, -1.39], [1.60, -1.14, -0.98], [1.01, -0.41, -1.49], [0.53, -2.87, -1.62], [2.24, -4.40, -1.22], [4.41, -3.77, 0.06], [4.74, -1.55, 0.38], [5.46, 3.43, -0.19], [5.16, 4.05, -0.75], [5.65, 3.67, 0.89], [6.31, 2.82, -0.53], [2.51, 3.61, 0.46], [0.74, 0.23, 0.44], [-2.03, 1.88, 1.35], [-3.76, 0.27, -0.14], [-4.97, 0.01, -0.03], [-6.05, 0.51, -0.78], [-5.87, 1.75, -0.96], [-4.60, 2.29, -1.31], [-3.62, 1.68, -0.70], [-2.43, 1.87, -0.74], [-4.55, 3.26, -1.58], [-6.80, 2.23, -1.62], [-7.12, -0.05, -0.52], [-5.26, -1.08, 0.34], [-1.18, -3.94, 2.24], [-2.04, -4.31, 0.74], [-0.25, -4.01, 0.81]], "lowdin_charge": [-0.02, -0.35, 0.12, -0.03, -0.21, -0.03, 0.16, 0.19, -0.74, 0.13, 0.17, -0.26, -0.14, -0.22, 0.14, -0.01, -0.16, -0.14, -0.09, -0.05, 0.00, 0.02, 0.11, 0.04, 0.08, 0.15, 0.13, 0.02, -0.06, 0.11, 0.09, 0.18, 0.18, 0.09, -0.13, -0.11, -0.12, -0.15, -0.08, 0.00, 0.16, 0.08, 0.17, 0.18, 0.16, 0.03, 0.11, 0.12], "max_force_ev_per_a": 17.05, "e_tot_ev": -33072.9072, "e_above_lowest_kcal_mol": 358.8, "charge": 0, "multiplicity": 1, "homo_energy_ev": -8.08, "homo_lumo_gap_ha": 0.314}

Please write out number 2 again, unchanged.
{"formula": "C21H20N6O", "method": "ωB97M-V/def2-TZVPD", "elements": ["C", "C", "N", "N", "C", "C", "H", "N", "C", "O", "N", "C", "C", "C", "N", "N", "C", "C", "C", "C", "C", "C", "H", "H", "H", "H", "H", "C", "H", "H", "H", "H", "H", "H", "C", "C", "C", "C", "C", "C", "H", "H", "H", "H", "H", "H", "H", "H"], "coordinates": [[-1.30, -3.62, 1.28], [-1.49, -2.18, 1.01], [-2.58, -1.65, 0.40], [-2.62, -0.43, 0.38], [-1.51, -0.14, 0.87], [-0.89, -1.17, 1.48], [-0.01, -1.26, 2.14], [-1.26, 1.41, 1.06], [-0.10, 2.05, 0.79], [0.09, 3.18, 0.98], [0.87, 1.37, 0.48], [2.13, 1.61, 0.06], [2.95, 2.51, 0.16], [4.27, 2.45, -0.06], [4.34, 1.07, -0.54], [3.04, 0.53, -0.14], [2.91, -0.96, -0.44], [3.79, -1.78, 0.01], [3.70, -2.97, -0.32], [2.39, -3.46, -0.74], [1.45, -2.59, -1.39], [1.60, -1.14, -0.98], [1.01, -0.41, -1.49], [0.53, -2.87, -1.62], [2.24, -4.40, -1.22], [4.41, -3.77, 0.06], [4.74, -1.55, 0.38], [5.46, 3.43, -0.19], [5.16, 4.05, -0.75], [5.65, 3.67, 0.89], [6.31, 2.82, -0.53], [2.51, 3.61, 0.46], [0.74, 0.23, 0.44], [-2.03, 1.88, 1.35], [-3.76, 0.27, -0.14], [-4.97, 0.01, -0.03], [-6.05, 0.51, -0.78], [-5.87, 1.75, -0.96], [-4.60, 2.29, -1.31], [-3.62, 1.68, -0.70], [-2.43, 1.87, -0.74], [-4.55, 3.26, -1.58], [-6.80, 2.23, -1.62], [-7.12, -0.05, -0.52], [-5.26, -1.08, 0.34], [-1.18, -3.94, 2.24], [-2.04, -4.31, 0.74], [-0.25, -4.01, 0.81]], "lowdin_charge": [-0.02, -0.35, 0.12, -0.03, -0.21, -0.03, 0.16, 0.19, -0.74, 0.13, 0.17, -0.26, -0.14, -0.22, 0.14, -0.01, -0.16, -0.14, -0.09, -0.05, 0.00, 0.02, 0.11, 0.04, 0.08, 0.15, 0.13, 0.02, -0.06, 0.11, 0.09, 0.18, 0.18, 0.09, -0.13, -0.11, -0.12, -0.15, -0.08, 0.00, 0.16, 0.08, 0.17, 0.18, 0.16, 0.03, 0.11, 0.12], "max_force_ev_per_a": 17.05, "e_tot_ev": -33072.9072, "e_above_lowest_kcal_mol": 358.8, "charge": 0, "multiplicity": 1, "homo_energy_ev": -8.08, "homo_lumo_gap_ha": 0.314}